Entry from the OMol25 dataset: an isolated molecule of C4H5N2P at a distorted geometry (ωB97M-V with the def2-TZVPD basis set).

- ΔE to the lowest compared entry with this formula, charge and spin: 41.5 kJ/mol
- Highest occupied orbital energy: -8.91 eV
- Frontier orbital gap: 8.85 eV

```
12
C4H5N2P (ωB97M-V with the def2-TZVPD basis set)
C -2.03 -0.12 0.35
P -1.30 -1.43 -0.27
N 0.32 -0.91 -0.13
C 0.89 0.35 -0.46
C 2.25 0.29 -0.22
N 2.56 -0.92 0.26
C 1.48 -1.65 0.22
H -3.15 -0.11 0.33
H -1.62 0.71 0.81
H 0.24 1.03 -0.97
H 2.99 0.95 -0.25
H 1.37 -2.65 0.62
```

Entry from the OMol25 dataset: a structure of composition C47H44AsGeN2O3SW at a distorted geometry (ωB97M-V with the def2-TZVPD basis set).

- ΔE to the lowest compared entry with this formula, charge and spin: 148.5 kJ/mol
- Highest occupied orbital energy (alpha / beta): -17.47 / -17.42 eV
- Charge: +4
- Frontier orbital gap (alpha / beta): 6.12 / 4.95 eV
- Multiplicity: 4

```
100
C47H44AsGeN2O3SW (ωB97M-V with the def2-TZVPD basis set)
W -0.03 0.65 0.28
S -3.01 0.50 4.11
C -1.72 0.58 3.03
N -1.98 0.46 1.75
C -3.37 0.28 1.58
C -4.07 0.09 0.39
C -5.43 -0.10 0.42
C -6.13 -0.09 1.64
C -5.47 0.10 2.82
C -4.09 0.28 2.78
H -0.73 0.69 3.43
H -3.55 0.09 -0.55
H -5.97 -0.25 -0.50
H -7.21 -0.24 1.63
H -6.01 0.11 3.77
O 0.69 0.14 1.96
As 1.97 1.20 2.54
C 1.34 2.79 1.57
C 2.19 3.58 0.82
C 1.65 4.53 -0.06
C 0.28 4.64 -0.21
C -0.56 3.82 0.53
C -0.08 2.83 1.39
C 3.56 0.34 2.03
C 4.76 1.02 2.23
C 5.95 0.39 1.88
C 5.92 -0.91 1.39
C 4.71 -1.59 1.23
C 3.52 -0.96 1.54
C 1.93 1.44 4.37
C 2.34 0.39 5.19
C 2.40 0.60 6.55
C 2.09 1.85 7.08
C 1.71 2.91 6.25
C 1.63 2.71 4.88
H 3.26 3.52 0.96
H 2.30 5.22 -0.57
H -0.14 5.40 -0.86
H -1.63 3.98 0.49
H -0.65 2.72 2.31
H 4.78 2.02 2.66
H 6.89 0.90 2.02
H 6.85 -1.40 1.14
H 4.71 -2.61 0.88
H 2.58 -1.48 1.41
H 2.60 -0.58 4.77
H 2.71 -0.20 7.21
H 2.15 2.02 8.15
H 1.49 3.88 6.67
H 1.35 3.53 4.23
O 0.32 1.64 -1.43
C 1.59 1.49 -1.32
O 1.86 0.59 -0.48
C 2.50 1.66 -2.52
N 2.45 3.03 -3.14
C 3.12 2.89 -4.50
C 2.96 1.40 -4.86
C 2.16 0.76 -3.70
H 3.52 1.49 -2.18
H 2.90 3.75 -2.57
H 1.47 3.31 -3.26
H 4.17 3.17 -4.40
H 2.65 3.57 -5.21
H 3.93 0.93 -4.95
H 2.44 1.27 -5.81
H 2.47 -0.26 -3.50
H 1.08 0.78 -3.88
C 0.78 -2.26 -1.86
Ge -0.71 -1.58 -0.76
C -1.44 -3.06 0.23
C -2.79 -3.13 0.57
C -3.29 -4.26 1.21
C -2.43 -5.30 1.57
C -1.08 -5.22 1.24
C -0.58 -4.10 0.59
C -2.03 -1.16 -2.25
C -2.48 0.16 -2.48
C -3.26 0.51 -3.56
C -3.65 -0.46 -4.48
C -3.27 -1.79 -4.29
C -3.71 -2.79 -5.19
C -3.38 -4.14 -4.99
C -2.63 -4.50 -3.90
C -2.17 -3.52 -3.00
C -2.47 -2.14 -3.17
H 0.70 -3.34 -1.97
H 1.75 -2.04 -1.42
H 0.73 -1.81 -2.85
H -3.48 -2.33 0.31
H -4.34 -4.32 1.46
H -2.81 -6.15 2.12
H -0.42 -6.04 1.49
H 0.47 -4.06 0.34
H -2.24 0.95 -1.77
H -3.58 1.54 -3.70
H -4.27 -0.19 -5.33
H -4.31 -2.50 -6.05
H -3.72 -4.89 -5.70
H -2.40 -5.54 -3.72
H -1.59 -3.82 -2.13
```

Entry from the OMol25 dataset: the ion C10H11N2 with charge +1 at a distorted geometry (ωB97M-V with the def2-TZVPD basis set).

- ΔE to the lowest compared entry with this formula, charge and spin: 743.2 kJ/mol
- Highest occupied orbital energy (alpha / beta): -11.58 / -11.48 eV
- Charge: +1
- Frontier orbital gap (alpha / beta): 6.75 / 6.93 eV

```
23
C10H11N2 (ωB97M-V with the def2-TZVPD basis set)
C -2.86 -1.16 0.08
C -0.50 -1.67 0.03
C -3.86 -0.33 -0.01
C -2.61 1.56 -0.02
C -1.48 -0.73 0.12
C -1.27 0.79 0.04
C -0.11 1.29 -0.06
C 0.93 -1.41 -0.37
C 1.16 1.97 -0.05
C 1.47 -0.38 0.62
N -3.76 1.02 -0.02
N 2.14 0.83 0.07
H -2.96 -2.18 0.35
H -0.72 -2.64 0.49
H -4.76 -0.80 -0.08
H -2.64 2.63 -0.07
H 1.30 -2.36 -0.12
H 1.01 -1.02 -1.42
H 1.44 2.53 -1.00
H 1.14 2.64 0.78
H 1.35 -0.84 1.59
H 2.59 0.48 -0.79
H 2.90 1.10 0.75
```

Entry from the OMol25 dataset: an isolated molecule of C6H13N at a distorted geometry (ωB97M-V with the def2-TZVPD basis set).

- ΔE to the lowest compared entry with this formula, charge and spin: 164.0 kJ/mol
- Highest occupied orbital energy: -8.88 eV
- Frontier orbital gap: 10.12 eV

```
20
C6H13N (ωB97M-V with the def2-TZVPD basis set)
C 3.14 -0.15 -0.22
C 1.70 -0.66 -0.03
C 0.64 0.28 -0.62
N -0.76 -0.26 -0.63
C -1.65 0.86 -0.77
C -1.55 0.25 0.58
C -2.82 -0.43 1.13
H 3.30 0.82 0.27
H 3.39 -0.03 -1.28
H 3.86 -0.85 0.21
H 1.59 -1.64 -0.51
H 1.51 -0.80 1.04
H 0.87 0.46 -1.68
H 0.74 1.27 -0.13
H -2.55 0.53 -1.30
H -1.28 1.83 -1.07
H -0.72 0.36 1.23
H -3.69 0.24 1.32
H -3.13 -1.15 0.37
H -2.61 -0.95 2.06
```

Entry from the OMol25 dataset: an isolated molecule of C19H24N4O2S (ωB97M-V with the def2-TZVPD basis set).

- ΔE to the lowest compared entry with this formula, charge and spin: 120.3 kJ/mol
- Highest occupied orbital energy: -8.07 eV
- Frontier orbital gap: 8.43 eV

```
50
C19H24N4O2S (ωB97M-V with the def2-TZVPD basis set)
C -5.14 -3.28 -3.41
C -4.21 -2.64 -4.44
C -3.32 -1.61 -3.80
C -3.63 -0.28 -3.70
C -4.88 0.32 -4.26
N -2.79 0.61 -3.11
C -1.69 0.18 -2.60
S -0.69 1.44 -1.87
C 0.97 0.66 -1.87
C 1.11 -0.30 -0.70
O 0.95 -1.49 -0.89
N 1.37 0.20 0.51
C 1.57 1.59 0.87
C 3.03 1.76 1.34
N 3.34 0.89 2.44
C 3.16 1.30 3.76
C 3.70 0.54 4.80
C 3.59 0.95 6.12
C 2.94 2.13 6.44
C 2.41 2.90 5.42
C 2.51 2.49 4.10
C 3.10 -0.50 2.08
C 1.65 -0.69 1.62
N -1.31 -1.11 -2.60
C -2.09 -2.10 -3.22
O -1.70 -3.25 -3.21
H -5.78 -4.01 -3.89
H -5.77 -2.53 -2.93
H -4.55 -3.77 -2.65
H -4.80 -2.18 -5.24
H -3.57 -3.41 -4.87
H -4.91 0.22 -5.34
H -4.91 1.37 -4.00
H -5.76 -0.18 -3.85
H 1.09 0.11 -2.80
H 1.69 1.48 -1.84
H 1.34 2.26 0.05
H 0.89 1.82 1.70
H 3.23 2.80 1.62
H 3.69 1.50 0.51
H 4.24 -0.37 4.58
H 4.02 0.34 6.90
H 2.85 2.45 7.46
H 1.90 3.82 5.65
H 2.07 3.12 3.34
H 3.29 -1.15 2.93
H 3.78 -0.77 1.27
H 1.49 -1.72 1.28
H 0.96 -0.47 2.44
H -0.47 -1.45 -2.12
```

Entry from the OMol25 dataset: a cluster of 15 separate species, CH28O17 in total at a distorted geometry (ωB97M-V with the def2-TZVPD basis set).

- ΔE to the lowest compared entry with this formula, charge and spin: 37.8 kJ/mol
- Highest occupied orbital energy: -3.79 eV
- Charge: -2
- Frontier orbital gap: 9.00 eV

```
46
CH28O17 (ωB97M-V with the def2-TZVPD basis set)
C 0.35 -0.12 -0.19
O -0.92 -0.52 -0.15
O 0.88 0.37 0.84
O 0.84 0.06 -1.40
O -2.44 -2.00 -1.59
H -1.88 -1.30 -1.24
H -3.06 -2.20 -0.91
O -0.79 2.06 1.96
H -0.40 1.44 1.41
H -1.37 2.61 1.44
O 0.90 -1.69 2.57
H 1.12 -1.24 3.42
H 1.08 -1.06 1.87
O 0.34 -3.13 -0.10
H 0.15 -3.48 -0.97
H 0.00 -2.23 -0.14
O -0.14 -1.20 -3.43
H 0.69 -1.44 -3.82
H 0.24 -0.77 -2.66
O 3.39 -0.89 -1.59
H 2.52 -0.48 -1.72
H 3.94 -0.21 -1.33
O 1.82 1.57 -3.19
H 2.41 0.99 -3.74
H 1.34 1.01 -2.59
O -3.51 -2.46 1.24
H -2.85 -1.85 1.62
H -4.32 -2.00 1.13
O -3.30 0.62 -0.01
H -3.74 -0.03 0.53
H -2.41 0.28 -0.01
O 1.59 2.64 2.91
H 2.38 2.12 2.60
H 0.78 2.28 2.52
O -1.42 1.57 -2.26
H -2.18 1.08 -1.98
H -0.67 1.03 -1.96
O -1.55 -0.65 2.32
H -1.37 -0.41 1.41
H -0.67 -0.95 2.60
O 1.49 2.91 -0.36
H 0.74 3.44 -0.54
H 1.17 2.02 -0.18
O 3.22 0.95 1.73
H 2.29 0.91 1.50
H 3.28 0.36 2.47
```

Entry from the OMol25 dataset: an isolated molecule of C18H22ClN3O3S4 at a distorted geometry (ωB97M-V with the def2-TZVPD basis set).

- ΔE to the lowest compared entry with this formula, charge and spin: 0.0 kJ/mol
- Highest occupied orbital energy: -8.28 eV
- Frontier orbital gap: 8.41 eV

```
51
C18H22ClN3O3S4 (ωB97M-V with the def2-TZVPD basis set)
C 0.03 -0.79 -2.80
C -0.97 0.21 -2.23
C -2.40 -0.20 -2.60
C -0.74 0.30 -0.71
N -1.49 1.33 -0.02
C -1.21 2.66 -0.10
O -1.83 3.50 0.52
C -0.06 3.11 -0.99
S 1.12 4.08 0.02
C 2.23 2.85 0.51
N 2.09 1.59 0.29
N 3.15 0.87 0.71
C 3.12 -0.53 0.50
C 4.18 -1.19 -0.10
C 4.10 -2.55 -0.33
C 2.94 -3.24 0.01
Cl 2.84 -4.93 -0.31
C 1.88 -2.58 0.61
C 1.98 -1.23 0.86
C 4.17 1.55 1.30
S 5.53 0.92 1.92
S 3.73 3.28 1.31
C -2.37 0.95 1.08
C -3.47 -0.06 0.67
C -3.75 -1.01 1.81
S -2.06 -1.37 2.34
O -1.39 -2.13 1.32
O -1.99 -1.87 3.69
C -1.55 0.37 2.25
H -0.10 -0.88 -3.88
H -0.11 -1.76 -2.35
H 1.05 -0.47 -2.61
H -0.79 1.19 -2.68
H -2.62 -1.20 -2.23
H -3.12 0.51 -2.20
H -2.51 -0.21 -3.68
H 0.33 0.46 -0.55
H -0.99 -0.66 -0.26
H -0.44 3.83 -1.72
H 0.51 2.33 -1.47
H 5.07 -0.64 -0.37
H 4.92 -3.07 -0.79
H 0.98 -3.11 0.89
H 1.16 -0.72 1.35
H -2.84 1.88 1.40
H -3.12 -0.65 -0.17
H -4.36 0.48 0.35
H -4.27 -1.91 1.50
H -4.26 -0.55 2.65
H -1.82 0.81 3.20
H -0.48 0.46 2.09
```

Entry from the OMol25 dataset: a cluster of 2 separate species, CH2F2NO2S in total at a distorted geometry (ωB97M-V with the def2-TZVPD basis set).

- ΔE to the lowest compared entry with this formula, charge and spin: 130.3 kJ/mol
- Highest occupied orbital energy (alpha / beta): -2.63 / -4.05 eV
- Charge: -1
- Frontier orbital gap (alpha / beta): 6.40 / 5.11 eV
- Multiplicity: 3

```
9
CH2F2NO2S (ωB97M-V with the def2-TZVPD basis set)
C -1.73 -1.76 0.42
N 1.15 1.17 -1.25
O 0.01 1.48 0.99
O 2.04 0.20 0.95
F -2.64 -0.71 0.62
F -1.97 -2.58 1.48
S 0.72 0.38 0.33
H 0.40 0.90 -1.88
H 2.03 0.92 -1.66
```